No. 1
This record from the Open Molecules 2025 dataset describes a molecular structure, C6H10O in a non-equilibrium geometry. The level of theory is ωB97M-V with the def2-TZVPD basis set.

Properties
Net charge: 0
HOMO (spin up / spin down): -7.9 / -8.1 eV

Element x y z (Å)
C  -0.546  0.505  1.459
C  0.615  0.092  0.766
C  -0.026  -1.121  -0.015
C  0.424  -0.632  -1.358
O  -0.517  0.059  -2.196
C  -0.239  1.281  -1.496
C  0.891  0.644  -0.662
H  -0.597  0.364  2.537
H  -0.697  -1.752  2.382
H  -1.427  0.915  0.989
H  1.502  -0.106  1.370
H  -0.335  -2.190  1.891
H  -1.014  -1.529  0.165
H  1.080  -1.308  -1.920
H  -1.113  1.656  -0.950
H  0.112  2.052  -2.190
H  1.888  1.071  -0.769

***

No. 2
This record from the Open Molecules 2025 dataset describes 2 unconnected molecules or ions with the total composition C6H10O. The level of theory is ωB97M-V with the def2-TZVPD basis set.

Properties
Net charge: 0
HOMO: -10.1 eV

Element x y z (Å)
O  -0.485  -0.646  1.741
C  -0.593  -1.784  1.334
C  0.155  -2.331  0.175
C  1.163  -1.646  -0.368
C  -0.366  1.160  -1.254
C  -1.135  2.054  -0.327
C  0.352  1.921  -0.174
H  -1.285  -2.491  1.833
H  -0.155  -3.302  -0.206
H  -0.491  0.088  -1.131
H  1.713  -2.012  -1.230
H  1.448  -0.677  0.034
H  -0.225  1.477  -2.284
H  -1.539  2.982  -0.723
H  -1.751  1.574  0.428
H  0.977  2.758  -0.472
H  0.704  1.373  0.695

***

No. 3
This record from the Open Molecules 2025 dataset describes C6H10O in the gas phase. The level of theory is ωB97M-V with the def2-TZVPD basis set.

Properties
Net charge: 0
HOMO: -9.8 eV

Element x y z (Å)
O  2.504  -0.297  2.134
C  2.569  -0.640  0.977
C  1.532  -0.305  -0.065
C  0.285  0.347  0.522
C  -0.773  0.636  -0.518
C  -1.689  -0.464  -0.976
C  -2.221  0.655  -0.124
H  3.433  -1.241  0.619
H  2.015  0.350  -0.807
H  1.281  -1.225  -0.614
H  0.569  1.268  1.045
H  -0.130  -0.318  1.291
H  -0.479  1.357  -1.281
H  -1.983  -0.499  -2.021
H  -1.574  -1.442  -0.512
H  -2.878  1.386  -0.585
H  -2.461  0.431  0.913

***

No. 4
This record from the Open Molecules 2025 dataset describes a molecular structure, C6H10O in a non-equilibrium geometry. The level of theory is ωB97M-V with the def2-TZVPD basis set.

Properties
Net charge: 0
HOMO (spin up / spin down): -8.5 / -8.0 eV

Element x y z (Å)
C  -1.951  -0.403  0.693
C  -0.513  -0.163  0.250
C  0.059  1.240  0.071
C  0.378  0.831  -1.276
C  1.823  0.590  -1.207
C  0.483  -1.103  0.944
O  -0.459  -0.328  -1.206
H  -2.230  -1.406  0.341
H  -2.648  0.304  0.235
H  -2.073  -0.387  1.779
H  1.465  -0.634  0.982
H  -0.101  2.176  0.590
H  0.211  1.560  -2.074
H  2.420  0.225  -0.393
H  2.394  0.839  -2.093
H  0.567  -2.040  0.390
H  0.174  -1.301  1.974

***

Looking at electronic energy for the records above, in order, we have -309.60687 -309.77730 -309.81729 -309.67340 Eh.
Looking at energy relative to the best compared isomer or geometry (same formula, charge and spin) for the records above, in order, we have 6.408 1.771 0.682 4.598 eV.